Entry from OMol25: a 11-piece molecular cluster, C31H68N5O21 overall at a distorted geometry (ωB97M-V/def2-TZVPD).

Spin multiplicity: 1
Molecular weight: 846.9 g/mol
Net charge: -1
E_LUMO: 1.54 eV
Gap between HOMO and LUMO: 4.520 eV

Last column: Mulliken charge in e.
Cartesian coordinates (Å):
C1 -1.978 1.459 0.351  -1.2399
C2 -1.197 2.347 -0.667  0.5053
C3 -0.165 1.386 -1.282  -1.3486
O1 -1.959 2.935 -1.689  -0.9590
H1 -2.555 2.010 1.093  0.3341
H2 -1.364 0.702 0.838  0.2740
H3 -2.785 0.904 -0.127  0.3126
H4 -0.599 3.083 -0.128  0.1337
H5 0.607 1.017 -0.606  0.3628
H6 0.360 1.824 -2.131  0.3251
H7 -0.623 0.484 -1.687  0.3073
C4 2.540 -9.915 1.793  -0.6141
O2 1.924 -8.778 1.176  -0.3059
C5 2.045 -7.559 1.514  0.8644
O3 2.836 -6.999 2.302  -0.6341
O4 1.039 -6.857 0.956  -0.3332
C6 0.793 -5.487 1.317  -0.5995
H8 3.591 -9.705 1.994  0.3127
H9 2.503 -10.692 1.030  0.2331
H10 2.017 -10.296 2.671  0.2750
H11 1.312 -4.851 0.600  0.2685
H12 1.070 -5.284 2.351  0.3101
H13 -0.293 -5.471 1.220  0.2212
C7 3.291 7.963 3.286  -0.7137
O5 4.371 8.721 3.879  -0.2924
C8 5.623 8.423 3.468  0.8189
O6 5.957 7.405 2.778  -0.5956
O7 6.532 9.260 4.045  -0.3163
C9 7.975 9.056 3.883  -0.6644
H14 3.471 7.504 2.314  0.3185
H15 2.488 8.566 2.863  0.2985
H16 2.755 7.312 3.977  0.2856
H17 8.258 8.500 2.989  0.3200
H18 8.347 8.442 4.702  0.2857
H19 8.527 9.975 4.084  0.2551
C10 7.848 -0.686 -3.459  -0.6749
O8 9.278 -0.779 -3.238  -0.3053
C11 10.090 -1.237 -4.149  0.8034
O9 9.819 -1.784 -5.217  -0.5911
O10 11.190 -1.062 -3.558  -0.2694
C12 12.441 -1.198 -4.166  -0.6383
H20 7.235 -0.329 -2.630  0.2768
H21 7.462 -1.705 -3.493  0.2955
H22 7.551 0.002 -4.250  0.2873
H23 13.039 -0.378 -3.769  0.2366
H24 12.343 -1.165 -5.251  0.3408
H25 12.985 -2.064 -3.789  0.2385
C13 6.321 -2.769 7.195  -0.6228
O11 6.356 -1.905 6.085  -0.3068
C14 5.464 -0.978 6.017  0.8314
O12 4.761 -0.627 6.992  -0.5949
O13 5.401 -0.477 4.776  -0.2938
C15 4.623 0.689 4.658  -0.7072
H26 5.309 -3.166 7.274  0.3030
H27 6.630 -2.290 8.124  0.2798
H28 7.040 -3.568 7.011  0.2193
H29 5.211 1.522 5.043  0.3231
H30 3.622 0.754 5.086  0.2946
H31 4.677 0.939 3.599  0.2740
C16 -6.515 -3.590 2.899  -0.6576
O14 -5.962 -2.407 3.385  -0.2506
C17 -6.686 -1.685 4.359  0.7310
O15 -7.920 -1.990 4.692  -0.5927
O16 -5.902 -0.781 4.873  -0.2554
C18 -6.454 0.091 5.792  -0.6740
H32 -5.944 -3.818 1.999  0.2357
H33 -7.578 -3.566 2.660  0.3007
H34 -6.410 -4.396 3.624  0.2910
H35 -6.758 -0.502 6.655  0.3190
H36 -7.133 0.751 5.251  0.2929
H37 -5.613 0.535 6.324  0.2578
C19 -2.914 -4.103 -6.935  -0.9015
C20 -2.868 -3.929 -8.382  0.5759
O17 -1.786 -3.919 -8.875  -0.6122
N1 -3.907 -3.601 -9.147  -0.2204
C21 -3.872 -3.322 -10.569  -0.8262
H38 -2.109 -3.464 -6.571  0.2919
H39 -2.554 -5.110 -6.727  0.2431
H40 -3.788 -3.738 -6.396  0.3196
H41 -4.731 -3.275 -8.663  0.2346
H42 -3.570 -2.287 -10.730  0.2796
H43 -4.822 -3.620 -11.012  0.3232
H44 -3.191 -3.920 -11.174  0.2920
C22 -0.445 -7.470 6.889  -0.9625
C23 -1.561 -6.838 6.037  0.5913
O18 -2.218 -7.529 5.333  -0.6126
N2 -1.766 -5.519 6.170  -0.1623
C24 -1.056 -4.456 6.940  -0.8900
H45 0.434 -7.413 6.248  0.2341
H46 -0.590 -8.534 7.074  0.3058
H47 -0.280 -6.964 7.841  0.3295
H48 -2.532 -5.195 5.597  0.2355
H49 0.025 -4.599 6.942  0.3077
H50 -1.461 -4.472 7.951  0.2919
H51 -1.160 -3.553 6.337  0.3332
C25 -9.146 2.167 -1.072  -0.8463
C26 -9.792 1.756 -2.391  0.5671
O19 -11.009 1.478 -2.417  -0.6991
N3 -9.101 1.581 -3.473  -0.1046
C27 -7.734 1.976 -3.652  -0.8893
H52 -8.081 2.350 -1.220  0.3403
H53 -9.309 1.402 -0.314  0.2355
H54 -9.501 3.117 -0.673  0.2425
H55 -9.505 1.028 -4.216  0.2389
H56 -7.525 2.862 -3.052  0.3130
H57 -7.521 2.256 -4.684  0.2879
H58 -6.964 1.220 -3.503  0.3131
O20 -3.229 10.609 0.331  -0.6381
C28 -3.283 9.684 -0.529  0.6004
N4 -3.837 8.470 -0.337  -0.3538
C29 -2.574 9.842 -1.869  -0.8794
H59 -3.544 7.684 -0.899  0.2177
H60 -4.475 8.267 0.420  0.2182
H61 -2.956 9.120 -2.591  0.3194
H62 -1.502 9.740 -1.698  0.2289
H63 -2.793 10.781 -2.377  0.2855
O21 0.288 3.975 -8.943  -0.6256
C30 0.185 3.523 -7.840  0.6539
N5 -0.271 4.229 -6.863  -0.3471
C31 0.552 2.031 -7.554  -0.9855
H64 -0.419 5.219 -6.998  0.2199
H65 -0.613 3.821 -6.005  0.2062
H66 -0.232 1.553 -6.966  0.3127
H67 1.413 1.895 -6.900  0.2847
H68 0.666 1.426 -8.454  0.2788

Entry from OMol25: a 5-piece molecular cluster, C31H70B3BrN6O13P overall at a distorted geometry (ωB97M-V/def2-TZVPD).

Spin multiplicity: 1
Molecular weight: 878.2 g/mol
Net charge: -1
E_LUMO: 2.05 eV
Gap between HOMO and LUMO: 7.510 eV

Last column: Mulliken charge in e.
Cartesian coordinates (Å):
C1 2.346 2.885 -3.740  -1.4711
C2 1.382 2.579 -2.582  0.3731
N1 1.204 1.136 -2.415  0.6250
C3 0.313 0.829 -1.259  -0.8957
C4 0.866 -0.114 -0.212  -1.4542
C5 -0.149 -0.351 0.925  1.7200
P1 -0.345 1.085 2.039  1.0760
O1 -0.106 2.410 1.427  -0.7821
O2 0.670 0.902 3.263  -0.5197
O3 -1.827 1.003 2.579  -0.3564
O4 -1.420 -0.535 0.330  -0.6407
B1 -1.539 -1.898 -0.143  0.8807
Br1 -1.064 -2.270 -2.134  -0.3572
C6 -2.953 -2.620 0.109  0.6087
C7 -3.122 -3.974 -0.028  -0.6452
C8 -4.297 -4.614 0.218  -0.2385
N2 -5.390 -3.958 0.618  -0.7367
C9 -5.235 -2.653 0.721  -0.4351
C10 -4.089 -1.940 0.488  -0.4300
O5 -0.476 -2.599 0.615  -0.7596
C11 0.075 -1.767 1.618  0.8445
C12 1.593 -1.973 1.898  -1.5782
B2 1.954 -2.690 3.259  1.3284
O6 2.439 -1.913 4.293  -0.7848
O7 1.862 -4.062 3.496  -0.6107
B3 -0.770 -2.131 2.936  0.6562
C13 -1.378 -3.585 3.067  -0.9662
O8 -0.962 -1.262 4.004  -0.7494
C14 2.456 0.453 -2.399  0.7169
C15 2.510 -0.794 -3.255  -1.4032
O9 3.439 0.825 -1.775  -0.6520
H1 2.137 3.876 -4.141  0.4843
H2 2.214 2.180 -4.562  0.2987
H3 3.383 2.853 -3.419  0.2879
H4 0.415 2.971 -2.879  -0.2279
H5 1.782 3.073 -1.690  0.3435
H6 0.115 1.775 -0.754  -0.0868
H7 -0.644 0.501 -1.642  0.0668
H8 1.766 0.321 0.233  0.4148
H9 1.148 -1.093 -0.591  0.3042
H10 1.173 1.718 3.354  0.2894
H11 -2.043 1.872 2.948  0.2367
H12 -2.267 -4.562 -0.341  0.2925
H13 -4.345 -5.691 0.114  0.3674
H14 -6.111 -2.091 1.047  0.3437
H15 -4.054 -0.870 0.619  0.4054
H16 2.016 -2.541 1.064  0.1365
H17 2.136 -1.041 1.909  -0.0456
H18 3.035 -2.460 4.818  0.2858
H19 2.528 -4.549 3.005  0.2864
H20 -1.448 -3.894 4.115  0.3597
H21 -2.389 -3.631 2.662  0.2031
H22 -0.753 -4.314 2.557  0.2592
H23 -0.546 -1.644 4.784  0.2792
H24 1.740 -0.757 -4.017  0.2122
H25 3.472 -0.878 -3.761  0.5062
H26 2.387 -1.688 -2.644  0.2607
C16 -2.160 3.284 6.957  -1.4578
C17 -2.523 4.155 5.758  0.0760
C18 -3.764 5.032 5.986  -0.6675
O10 -4.997 4.343 5.903  -0.3753
C19 -5.386 3.660 7.080  -0.6442
N3 -2.664 3.299 4.579  -0.3401
H27 -2.821 2.424 7.056  0.2961
H28 -1.148 2.896 6.844  0.3382
H29 -2.199 3.856 7.886  0.3687
H30 -1.683 4.833 5.583  0.3686
H31 -3.798 5.779 5.189  0.3444
H32 -3.694 5.579 6.935  0.4242
H33 -5.074 4.196 7.981  0.2973
H34 -4.986 2.644 7.096  0.2293
H35 -6.474 3.589 7.076  0.2579
H36 -2.806 3.888 3.761  0.2053
H37 -3.541 2.790 4.669  0.2178
C20 6.149 0.022 0.164  -1.2453
C21 5.670 -0.046 1.610  0.1679
C22 6.734 -0.571 2.588  -0.7862
O11 6.932 -1.975 2.552  -0.3773
C23 7.791 -2.432 1.525  -0.6782
N4 4.437 -0.836 1.666  -0.1824
H38 6.180 -0.961 -0.306  0.2500
H39 5.470 0.633 -0.428  0.1684
H40 7.147 0.466 0.100  0.3736
H41 5.429 0.975 1.922  0.3994
H42 6.392 -0.356 3.605  0.3656
H43 7.690 -0.047 2.454  0.4470
H44 8.596 -1.719 1.324  0.2976
H45 7.235 -2.631 0.606  0.2488
H46 8.233 -3.372 1.858  0.2533
H47 4.067 -0.800 2.614  0.2268
H48 4.698 -1.812 1.544  0.1844
C24 0.252 -5.169 -7.114  -1.5211
C25 0.564 -4.202 -5.975  0.4560
C26 0.418 -2.724 -6.368  -0.2822
O12 1.493 -2.217 -7.148  -0.3695
C27 1.414 -2.494 -8.530  -0.7231
N5 1.901 -4.499 -5.452  -0.7667
H49 1.058 -5.221 -7.846  0.2992
H50 0.111 -6.177 -6.722  0.3774
H51 -0.666 -4.882 -7.634  0.3323
H52 -0.159 -4.394 -5.179  0.3579
H53 0.420 -2.131 -5.451  -0.0457
H54 -0.541 -2.534 -6.867  0.4567
H55 0.380 -2.491 -8.886  0.3264
H56 1.884 -3.452 -8.768  0.2299
H57 1.966 -1.714 -9.056  0.2545
H58 2.065 -3.922 -4.630  0.2828
H59 2.576 -4.155 -6.130  0.3364
C28 -2.614 3.303 -0.764  -0.7685
C29 -2.371 4.131 -2.024  0.4816
C30 -3.574 4.990 -2.442  -0.9332
O13 -4.622 4.275 -3.072  -0.3999
C31 -5.516 3.621 -2.191  -0.5982
N6 -1.934 3.235 -3.098  -0.5241
H60 -3.242 2.433 -0.958  0.0875
H61 -1.671 2.930 -0.365  -0.1372
H62 -3.091 3.904 0.015  0.3641
H63 -1.549 4.821 -1.805  0.3429
H64 -3.231 5.714 -3.188  0.3890
H65 -3.963 5.568 -1.592  0.4455
H66 -5.665 4.190 -1.269  0.2830
H67 -5.166 2.614 -1.952  0.2037
H68 -6.475 3.528 -2.702  0.2603
H69 -1.672 3.788 -3.911  0.2468
H70 -2.746 2.710 -3.413  0.2766